Density functional theory data (ωB97M-V/def2-TZVPD) for a structure of composition C42H34FeN8O3PS2.

## Properties
Lowest unoccupied orbital energy (alpha / beta): -2.94 / -2.94 eV
Kohn-Sham gap (alpha / beta): 7.7 / 7.8 eV
Total charge: +1

Geometry as XYZ:
```
91
C42H34FeN8O3PS2 | OMol25 | ωB97M-V/def2-TZVPD
Fe -0.671 -0.131 0.761
C 3.598 -0.768 -2.309
C 3.358 -1.051 -0.971
N 2.741 -0.193 -0.174
C 2.356 0.951 -0.726
C 2.588 1.233 -2.067
N 3.214 0.375 -2.863
C 1.665 1.929 0.151
C 1.918 3.287 0.023
C 1.282 4.195 0.854
C 0.420 3.693 1.825
C 0.214 2.330 1.887
N 0.799 1.458 1.054
C -0.659 1.700 2.898
C -0.963 2.262 4.131
N -1.618 1.588 5.067
C -1.960 0.340 4.778
C -1.699 -0.229 3.542
N -1.066 0.465 2.599
C 1.516 5.651 0.725
C 2.785 6.157 0.470
C 2.943 7.530 0.362
N 1.946 8.401 0.480
C 0.734 7.908 0.720
C 0.467 6.554 0.855
H 4.115 -1.476 -2.946
H 3.686 -1.988 -0.534
H 2.225 2.148 -2.520
H 2.620 3.634 -0.724
H -0.084 4.360 2.510
H -0.645 3.267 4.377
H -2.467 -0.228 5.548
H -1.996 -1.240 3.292
H 3.642 5.504 0.381
H 3.925 7.950 0.173
H -0.069 8.631 0.806
H -0.546 6.215 1.029
O -1.385 1.410 -0.537
S -0.966 0.613 -1.729
O -0.362 1.320 -2.811
O -0.149 -0.499 -1.154
C -2.440 -0.169 -2.313
C -2.695 -0.162 -3.673
C -3.825 -0.810 -4.158
C -4.678 -1.452 -3.279
C -4.415 -1.449 -1.913
C -3.294 -0.805 -1.403
P -2.956 -0.744 0.404
C -4.000 0.663 0.943
C -4.290 1.718 0.082
C -4.989 2.827 0.537
C -5.402 2.900 1.859
C -5.133 1.847 2.722
C -4.443 0.735 2.263
C -3.851 -2.171 1.091
C -3.123 -3.303 1.451
C -3.768 -4.425 1.956
C -5.145 -4.421 2.115
C -5.879 -3.291 1.771
C -5.237 -2.172 1.267
H -2.009 0.349 -4.335
H -4.036 -0.808 -5.219
H -5.561 -1.956 -3.651
H -5.094 -1.959 -1.244
H -3.968 1.686 -0.949
H -5.210 3.635 -0.147
H -5.945 3.767 2.212
H -5.470 1.883 3.750
H -4.282 -0.097 2.937
H -2.047 -3.297 1.334
H -3.192 -5.298 2.235
H -5.648 -5.292 2.514
H -6.953 -3.281 1.900
H -5.819 -1.295 1.010
C 2.809 -5.870 -0.443
C 1.643 -4.947 -0.546
C 0.698 -4.979 -1.531
C -0.355 -4.044 -1.467
N -0.445 -3.140 -0.509
C 0.504 -3.072 0.431
S 0.523 -1.907 1.650
N 1.520 -3.993 0.405
C -1.458 -4.032 -2.475
H 2.768 -6.624 -1.224
H 2.817 -6.371 0.526
H 3.743 -5.315 -0.543
H 0.754 -5.714 -2.320
H 2.217 -3.918 1.136
H -1.280 -4.721 -3.297
H -1.575 -3.016 -2.855
H -2.393 -4.300 -1.979
```

Löwdin population analysis, charges in e, atoms 1 to 2:
1. Fe 0.157
2. C -0.109

Density functional theory data (ωB97M-V/def2-TZVPD) for a structure of composition C42H34N3O3Ru.

## Properties
Lowest unoccupied orbital energy (alpha / beta): -1.30 / -0.88 eV
Kohn-Sham gap (alpha / beta): 5.9 / 6.4 eV
Multiplicity: 2
ΔE to the lowest compared entry with this formula, charge and spin: 0.0 kJ/mol

Geometry as XYZ:
```
83
C42H34N3O3Ru | OMol25 | ωB97M-V/def2-TZVPD
Ru 0.008 -0.191 0.489
O 2.075 -0.271 0.224
C 2.933 0.671 -0.239
C 2.472 2.095 0.239
C 1.174 2.480 -0.394
C 1.162 3.220 -1.563
C -0.048 3.598 -2.129
C -1.218 3.257 -1.466
C -1.156 2.502 -0.307
C -2.413 2.091 0.383
C -2.924 0.711 -0.175
O -2.053 -0.275 0.159
C -3.062 0.846 -1.692
C -4.206 1.354 -2.291
C -4.285 1.440 -3.671
C -3.219 1.037 -4.458
C -2.065 0.557 -3.863
C -1.992 0.464 -2.487
C -4.263 0.303 0.439
C -4.868 0.937 1.514
C -6.021 0.413 2.074
C -6.578 -0.749 1.574
C -5.980 -1.389 0.501
C -4.832 -0.865 -0.058
N 0.025 2.061 0.196
C 4.309 0.294 0.310
C 4.868 -0.883 -0.177
C 6.050 -1.375 0.341
C 6.692 -0.694 1.361
C 6.147 0.480 1.848
C 4.960 0.971 1.330
C 2.998 0.699 -1.767
C 3.998 1.396 -2.433
C 4.052 1.378 -3.815
C 3.111 0.666 -4.540
C 2.102 -0.014 -3.880
C 2.047 0.010 -2.500
H 3.247 2.811 -0.032
H 2.348 2.042 1.324
H 2.094 3.509 -2.025
H -0.078 4.169 -3.042
H -2.176 3.573 -1.846
H -3.193 2.833 0.216
H -2.220 1.947 1.450
H -5.043 1.665 -1.683
H -5.184 1.818 -4.134
H -3.288 1.097 -5.534
H -1.224 0.254 -4.469
H -1.096 0.072 -2.002
H -4.453 1.838 1.936
H -6.486 0.914 2.911
H -7.468 -1.163 2.023
H -6.408 -2.297 0.101
H -4.346 -1.366 -0.881
H 4.354 -1.417 -0.962
H 6.471 -2.288 -0.051
H 7.607 -1.083 1.780
H 6.648 1.017 2.640
H 4.556 1.883 1.738
H 4.746 1.937 -1.872
H 4.835 1.916 -4.329
H 3.166 0.640 -5.618
H 1.367 -0.573 -4.440
H 1.267 -0.532 -1.961
O 0.063 -0.295 2.716
C 0.027 -1.205 3.595
C 0.012 -0.783 4.958
C 0.015 -1.665 5.997
C 0.032 -3.037 5.745
C 0.032 -3.491 4.445
C 0.018 -2.623 3.346
C -0.008 -3.149 2.002
N -0.094 -2.479 0.859
C -0.111 -3.384 -0.152
C -0.034 -4.642 0.365
N 0.029 -4.483 1.719
H 0.004 0.285 5.112
H 0.007 -1.300 7.015
H 0.042 -3.735 6.567
H 0.036 -4.562 4.288
H -0.188 -3.071 -1.177
H -0.020 -5.601 -0.111
H 0.095 -5.224 2.395
```

Löwdin population analysis, charges in e, atoms 1 to 2:
1. Ru 1.433
2. O -0.256

no.,electronic energy (eV),F_max (eV Å⁻¹)
1,-127513.368,0.67
2,-57300.247,4.49